No. 1
DFT (the ωB97M-V functional and the def2-TZVPD basis) results for a structure of composition C28H45F9OP2Pt at a distorted geometry.

Geometry as ORCA input:
```
! wB97M-V def2-TZVPD RIJCOSX def2/J DEFGRID3
* xyz 2 5
Pt -1.091 -0.247 -2.484
C 1.895 1.833 -0.951
C 0.959 2.137 -1.972
C -0.106 2.386 0.048
C 1.251 2.014 0.307
C -0.285 2.470 -1.359
C 3.319 1.535 -1.205
H 3.433 0.933 -2.119
H 3.762 0.979 -0.380
H 3.910 2.452 -1.361
C 1.864 2.040 1.650
H 2.903 1.688 1.630
H 1.273 1.396 2.365
H 1.849 3.076 2.041
C -1.120 2.712 1.065
H -1.078 3.779 1.331
H -0.963 2.144 1.988
H -2.134 2.525 0.684
C -1.452 3.017 -2.074
H -1.272 4.069 -2.351
H -2.353 2.994 -1.455
H -1.647 2.454 -3.000
C 1.287 2.323 -3.395
H 1.826 3.278 -3.537
H 0.372 2.374 -4.000
H 1.943 1.530 -3.778
C -0.206 -2.133 -2.561
C 0.712 -1.174 -3.138
C 0.975 -1.081 -4.624
C -0.146 -0.316 -5.373
C -1.373 0.041 -4.534
C -2.290 -0.939 -3.997
C -2.145 -2.444 -4.205
C -0.983 -3.122 -3.409
H 1.138 -2.079 -5.064
H -0.458 -0.855 -6.276
H 1.925 -0.542 -4.764
H -0.328 -3.672 -4.105
H 0.063 -2.478 -1.557
H 1.543 -0.892 -2.481
H -1.435 -3.891 -2.754
H -3.094 -2.885 -3.863
H -3.302 -0.587 -3.775
H -2.072 -2.652 -5.282
H 0.290 0.628 -5.730
H -1.785 1.033 -4.756
P 1.740 -1.739 1.085
C 3.033 -1.278 2.279
H 3.512 -2.189 2.664
H 2.573 -0.705 3.087
H 3.780 -0.655 1.765
C 0.804 -3.062 1.924
H 1.479 -3.853 2.276
H 0.088 -3.486 1.204
H 0.251 -2.623 2.768
C 2.803 -2.710 -0.053
H 2.178 -3.189 -0.818
H 3.355 -3.461 0.528
H 3.510 -2.017 -0.539
P -2.285 -0.695 -0.006
C -3.817 0.211 -0.479
H -4.638 -0.506 -0.451
H -3.700 0.625 -1.495
H -4.012 1.027 0.236
C -2.899 -2.417 -0.239
H -2.846 -2.707 -1.296
H -3.940 -2.439 0.106
H -2.295 -3.114 0.363
C -2.439 -0.586 1.823
H -3.474 -0.835 2.129
H -2.202 0.419 2.193
H -1.753 -1.271 2.333
F 1.350 2.678 4.772
C 0.097 2.155 4.935
F -0.280 2.396 6.223
F -0.732 2.873 4.132
C 0.055 0.614 4.561
O 0.115 0.364 3.259
C 1.250 -0.041 5.361
F 1.304 0.316 6.672
F 1.170 -1.403 5.304
F 2.455 0.302 4.818
C -1.280 0.025 5.203
F -1.262 -0.005 6.567
F -2.358 0.770 4.817
F -1.493 -1.246 4.766
*
```

## Properties
* <S²>: 6.0139
* relative energy (zero: lowest compared OMol25 entry of this formula, charge and spin): 0.000 eV

***

No. 2
DFT (the ωB97M-V functional and the def2-TZVPD basis) results for the molecule C28H45FINO5S at a distorted geometry.

Geometry as ORCA input:
```
! wB97M-V def2-TZVPD RIJCOSX def2/J DEFGRID3
* xyz 0 1
C 4.901 0.152 1.031
C 4.525 1.609 0.752
C 4.737 2.090 -0.706
C 4.677 0.994 -1.781
C 3.250 0.415 -1.857
C 2.743 0.161 -3.275
C 1.218 0.086 -3.384
C 0.544 -0.734 -2.264
C -0.955 -0.836 -2.591
C -2.005 -1.052 -1.477
C -1.890 -0.249 -0.147
C -1.397 1.142 -0.602
C -0.249 1.746 -0.148
C 0.203 2.958 -0.601
C -0.536 3.574 -1.584
C -1.657 2.915 -1.992
N -2.096 1.746 -1.561
C -3.342 -0.211 0.437
C -4.347 0.765 -0.176
C -4.302 2.174 0.467
C -5.709 2.637 0.807
O -6.705 2.370 0.171
O -5.818 3.447 1.915
O -3.963 -1.523 0.255
S -3.413 -2.467 1.477
O -4.377 -3.509 1.620
O -2.089 -3.166 0.846
C -0.832 -2.445 1.016
C 0.018 -3.052 -0.105
C -0.127 -2.977 2.346
I -0.889 -4.985 2.822
C 1.397 -3.185 2.321
C 2.269 -1.959 1.974
C -0.924 -0.880 0.935
C -0.896 -0.074 2.249
C -1.742 -0.422 3.474
F 0.418 0.142 2.679
H 4.808 -0.018 2.108
H 5.951 -0.022 0.792
H 4.240 -0.571 0.562
H 3.518 1.822 1.115
H 5.188 2.213 1.378
H 3.914 2.775 -0.936
H 5.642 2.694 -0.782
H 4.939 1.441 -2.743
H 5.404 0.212 -1.565
H 3.216 -0.542 -1.326
H 2.562 1.066 -1.308
H 3.203 -0.718 -3.734
H 3.061 1.014 -3.885
H 0.849 1.114 -3.257
H 0.867 -0.224 -4.370
H 1.002 -1.723 -2.323
H 0.799 -0.230 -1.337
H -1.222 0.040 -3.184
H -1.071 -1.667 -3.293
H -2.175 -2.114 -1.344
H -2.943 -0.720 -1.926
H 0.367 1.267 0.601
H 1.099 3.415 -0.207
H -0.238 4.517 -2.015
H -2.254 3.409 -2.759
H -3.399 -0.027 1.512
H -5.332 0.363 0.061
H -4.318 0.813 -1.258
H -3.747 2.105 1.407
H -3.842 2.857 -0.245
H -4.928 3.785 2.083
H -0.493 -3.032 -1.064
H 0.199 -4.105 0.092
H 0.945 -2.504 -0.243
H -0.356 -2.440 3.261
H 1.655 -3.432 3.354
H 1.705 -4.068 1.770
H 2.519 -1.406 2.877
H 3.224 -2.333 1.600
H 1.850 -1.289 1.229
H 0.055 -0.661 0.505
H -1.233 0.929 1.973
H -2.057 -1.452 3.605
H -2.640 0.194 3.515
H -1.172 -0.146 4.363
*
```

## Properties
* relative energy (zero: lowest compared OMol25 entry of this formula, charge and spin): 0.817 eV

***

No. 3
DFT (the ωB97M-V functional and the def2-TZVPD basis) results for a cluster of 13 separate species, C28H45FN14O2PS in total.

Geometry as ORCA input:
```
! wB97M-V def2-TZVPD RIJCOSX def2/J DEFGRID3
* xyz 1 1
C 2.873 2.668 2.535
C 1.806 3.550 1.878
C 0.626 2.809 1.294
F 0.999 1.776 0.472
S -0.328 2.009 2.657
O -1.494 1.205 1.780
C -1.157 -0.009 1.400
N -0.888 -1.074 1.061
P -1.286 3.904 3.688
N -2.686 3.985 2.806
O -1.906 3.244 5.003
H 3.312 3.170 3.398
H 3.675 2.432 1.834
H 2.468 1.711 2.880
H 1.422 4.297 2.583
H 2.223 4.116 1.037
H -0.060 3.470 0.754
H -2.539 4.467 1.918
H -3.461 4.460 3.287
H -1.397 2.554 5.452
C 0.497 1.155 -2.751
C 0.850 2.375 -3.458
N 1.148 3.462 -3.677
H 0.607 1.407 -1.698
H -0.528 0.856 -2.966
H 1.166 0.331 -2.995
C -0.803 5.809 -2.025
C -0.414 5.954 -0.628
N -0.107 5.947 0.481
H -0.889 6.766 -2.533
H -0.052 5.193 -2.518
H -1.767 5.303 -2.059
C 4.399 0.997 -3.728
C 3.675 -0.265 -3.672
N 3.080 -1.248 -3.622
H 3.847 1.762 -3.183
H 5.387 0.871 -3.287
H 4.520 1.313 -4.763
C 2.702 -4.629 -2.421
C 2.726 -5.589 -1.326
N 2.745 -6.339 -0.456
H 2.909 -5.132 -3.364
H 1.723 -4.158 -2.480
H 3.451 -3.857 -2.260
C -6.314 3.276 5.092
C -5.847 4.512 4.483
N -5.441 5.468 3.988
H -6.606 3.458 6.125
H -7.186 2.906 4.556
H -5.525 2.526 5.058
C 4.837 -9.299 -0.200
C 5.051 -10.590 -0.840
N 5.220 -11.605 -1.350
H 5.794 -8.860 0.078
H 4.317 -8.624 -0.877
H 4.228 -9.421 0.694
C -7.487 8.028 2.925
C -8.282 9.093 2.328
N -8.915 9.927 1.856
H -7.698 7.952 3.990
H -7.725 7.079 2.447
H -6.426 8.229 2.792
C -10.812 3.715 3.876
C -10.010 3.729 5.093
N -9.417 3.739 6.077
H -11.869 3.685 4.137
H -10.620 4.613 3.291
H -10.572 2.837 3.278
C 6.359 -2.179 -6.612
C 7.018 -1.333 -5.626
N 7.542 -0.676 -4.843
H 6.207 -1.607 -7.526
H 6.988 -3.042 -6.826
H 5.398 -2.521 -6.232
C 1.566 -6.043 2.969
C 1.589 -6.994 4.068
N 1.597 -7.748 4.936
H 1.774 -6.555 2.030
H 0.580 -5.585 2.905
H 2.313 -5.267 3.132
C -0.276 -10.562 3.283
C 0.072 -9.527 2.322
N 0.353 -8.680 1.599
H -0.148 -10.167 4.291
H -1.310 -10.872 3.140
H 0.376 -11.424 3.153
C 4.279 0.144 -9.947
C 5.055 0.629 -8.813
N 5.682 1.012 -7.930
H 3.429 -0.438 -9.596
H 3.916 0.987 -10.532
H 4.903 -0.483 -10.582
*
```

## Properties
* relative energy (zero: lowest compared OMol25 entry of this formula, charge and spin): 0.000 eV

***

No. 4
DFT (the ωB97M-V functional and the def2-TZVPD basis) results for a structure of composition C28H45NP2Zr.

Geometry as ORCA input:
```
! wB97M-V def2-TZVPD RIJCOSX def2/J DEFGRID3
* xyz 2 1
Zr 0.654 0.097 -0.463
C -0.857 -1.740 -2.531
C -1.408 -0.543 -3.310
C -2.731 -0.925 -3.968
P -1.383 0.849 -2.113
C -1.479 2.504 -2.894
C -1.413 3.562 -1.791
C -2.685 2.731 -3.806
C -2.691 0.579 -0.904
C -4.048 0.541 -1.238
C -5.002 0.208 -0.291
C -4.603 -0.120 0.998
C -3.264 -0.091 1.355
C -2.306 0.288 0.420
N -0.922 0.297 0.756
C -0.490 0.645 2.069
C -1.102 1.687 2.766
C -0.597 2.071 3.994
C 0.533 1.450 4.521
C 1.149 0.426 3.827
C 0.634 -0.021 2.604
P 1.377 -1.404 1.662
C 0.355 -2.906 1.973
C 0.097 -3.237 3.444
C 0.898 -4.104 1.198
C 3.140 -1.554 2.165
C 3.984 -2.085 1.006
C 3.395 -2.388 3.426
H -0.796 -2.633 -3.156
H -1.488 -1.983 -1.669
H 0.200 -1.646 -2.173
H -0.683 -0.255 -4.082
H -3.431 -1.307 -3.225
H -2.558 -1.716 -4.698
H -3.201 -0.093 -4.487
H -0.563 2.561 -3.497
H -2.319 3.548 -1.183
H -1.331 4.549 -2.245
H -0.554 3.424 -1.128
H -3.616 2.686 -3.241
H -2.730 2.018 -4.627
H -2.623 3.728 -4.242
H -4.363 0.765 -2.248
H -6.048 0.190 -0.560
H -5.343 -0.406 1.733
H -2.969 -0.348 2.363
H -1.955 2.197 2.339
H -1.073 2.875 4.540
H 0.925 1.764 5.478
H 2.022 -0.043 4.256
H -0.607 -2.608 1.530
H 0.978 -3.657 3.925
H -0.693 -3.985 3.507
H -0.227 -2.365 4.013
H 1.836 -4.463 1.621
H 1.068 -3.883 0.141
H 0.182 -4.924 1.256
H 3.435 -0.515 2.359
H 3.754 -3.127 0.785
H 5.037 -2.030 1.277
H 3.847 -1.505 0.089
H 3.201 -3.443 3.235
H 2.794 -2.087 4.282
H 4.445 -2.299 3.706
C 3.657 2.848 -1.761
C 2.374 2.025 -1.686
C 2.564 0.674 -2.399
C 1.936 1.803 -0.222
H 3.936 3.061 -2.793
H 4.482 2.311 -1.291
H 3.533 3.793 -1.235
H 1.581 2.571 -2.211
H 3.206 -0.008 -1.824
H 3.021 0.788 -3.383
H 1.623 0.137 -2.677
H 1.494 2.687 0.246
H 2.808 1.510 0.387
*
```

## Properties
* E_tot: -1877.93918 Eh

***

No. 5
DFT (the ωB97M-V functional and the def2-TZVPD basis) results for a structure of composition C28H46AlNO16P at a distorted geometry.

Geometry as ORCA input:
```
! wB97M-V def2-TZVPD RIJCOSX def2/J DEFGRID3
* xyz -1 1
O -0.588 -1.154 -0.328
P -1.154 0.224 -0.641
Al 0.044 1.176 -2.479
C 0.201 3.187 -2.135
C -0.587 4.095 -3.113
C -1.638 4.986 -2.441
C -2.615 4.269 -1.525
N -3.662 3.559 -2.242
C -3.576 2.347 -2.840
C -4.775 1.973 -3.390
C -5.667 3.055 -3.101
C -4.952 3.988 -2.406
H -1.139 1.067 0.491
H -2.543 0.021 -0.913
H 1.482 0.464 -2.595
H -0.722 0.946 -3.892
H -0.004 3.438 -1.092
H 1.259 3.388 -2.295
H -1.006 3.545 -3.957
H 0.143 4.776 -3.554
H -1.082 5.690 -1.819
H -2.145 5.586 -3.198
H -2.086 3.579 -0.875
H -3.123 5.017 -0.924
H -2.717 1.699 -2.894
H -4.994 1.057 -3.898
H -6.706 3.086 -3.375
H -5.355 4.909 -2.025
C 4.148 1.033 0.001
C 4.772 2.263 -0.610
C 5.476 3.165 0.374
O 5.380 4.441 -0.272
C 4.248 4.413 -1.036
O 3.760 5.369 -1.540
O 3.774 3.149 -1.132
H 3.411 1.308 0.757
H 3.623 0.452 -0.758
H 4.912 0.403 0.460
H 5.433 1.981 -1.435
H 6.516 2.891 0.540
H 4.959 3.224 1.335
C -2.989 0.228 5.594
C -3.126 1.081 4.357
C -2.348 0.526 3.198
O -2.077 1.694 2.424
C -2.047 2.747 3.277
O -1.647 3.831 3.004
O -2.520 2.381 4.503
H -1.948 0.160 5.891
H -3.530 0.663 6.433
H -3.378 -0.775 5.412
H -4.178 1.238 4.101
H -2.905 -0.203 2.614
H -1.393 0.090 3.502
C 0.929 -3.895 5.504
C 0.090 -3.596 6.726
C -1.334 -4.098 6.668
O -2.022 -3.165 7.524
C -1.336 -1.996 7.461
O -1.739 -0.941 7.837
O -0.134 -2.177 6.865
H 0.479 -3.450 4.615
H 1.919 -3.471 5.606
H 1.026 -4.970 5.354
H 0.592 -3.949 7.631
H -1.444 -5.117 7.030
H -1.766 -4.019 5.667
C 1.978 -3.097 -0.233
C 2.996 -3.657 0.723
C 2.869 -5.137 0.984
O 3.443 -5.262 2.300
C 3.240 -4.080 2.930
O 3.401 -3.897 4.098
O 2.826 -3.136 2.064
H 0.966 -3.261 0.136
H 2.096 -2.021 -0.348
H 2.079 -3.560 -1.215
H 4.007 -3.399 0.393
H 3.411 -5.748 0.267
H 1.829 -5.467 1.031
C -0.158 -2.767 -8.151
C -0.250 -2.569 -6.659
C 0.416 -1.315 -6.150
O 0.742 -1.676 -4.809
C 0.924 -3.013 -4.782
O 1.401 -3.626 -3.884
O 0.482 -3.580 -5.945
H 0.884 -2.813 -8.471
H -0.626 -3.706 -8.446
H -0.654 -1.950 -8.676
H -1.293 -2.620 -6.334
H -0.235 -0.444 -6.164
H 1.344 -1.082 -6.681
*
```

## Properties
* E_tot: -2937.03341 Eh